Formula: C19H40P2Sn
Source: OMol25
Level of theory: wB97M-V/def2-TZVPD

Output
Energy above the lowest of the compared OMol25 structures with the same formula, charge and spin (kJ/mol): 256.01
Total charge: 0
Kohn-Sham gap (alpha / beta) (eV): 5.4 / 5.3

Each line ends with the Mulliken charge.
Atoms and positions in Å:
P 2.58 0.63 0.51  0.68
P 0.38 -0.75 -1.57  1.09
C 2.97 0.27 -1.27  -1.14
C 1.74 0.47 -2.14  -0.90
H 3.28 -0.79 -1.33  0.31
H 3.83 0.89 -1.55  0.55
H 1.34 1.50 -2.09  0.23
H 2.02 0.32 -3.19  0.53
C 0.65 -2.60 -1.73  -1.50
H -0.30 -3.11 -1.48  0.26
H 1.44 -3.00 -1.09  0.34
H 0.88 -2.86 -2.78  0.51
C -0.08 -0.73 -3.40  -2.23
H 0.79 -1.12 -3.94  0.67
H -0.31 0.28 -3.74  0.31
H -0.93 -1.38 -3.63  0.50
C 4.19 0.65 1.33  -1.22
H 4.13 0.18 2.32  0.35
H 4.50 1.71 1.41  0.39
H 4.88 0.12 0.68  0.39
C 1.95 2.33 0.69  -0.75
H 1.13 2.56 0.00  -0.45
H 2.76 3.05 0.54  0.50
H 1.58 2.45 1.71  0.43
Sn 1.06 -1.11 1.07  0.85
C -2.49 1.62 -2.94  -0.24
C -2.48 0.61 -2.05  -0.99
C -2.62 0.69 -0.56  0.51
C -2.56 2.09 0.11  -1.40
C -1.43 3.01 -0.25  -0.16
C -1.24 3.85 -1.28  -0.37
C -2.20 4.13 -2.41  -0.64
C -3.15 2.94 -2.69  -0.94
C 1.91 -1.16 3.11  -1.34
H -2.01 1.52 -3.93  0.42
H -2.22 -0.36 -2.46  0.95
H -1.80 0.09 -0.14  -0.72
H -3.54 0.17 -0.22  0.55
H -3.53 2.59 0.09  0.34
H -2.35 1.85 1.16  0.50
H -0.71 3.10 0.56  0.50
H -0.36 4.51 -1.23  0.39
H -1.64 4.41 -3.33  0.33
H -2.85 4.99 -2.19  0.34
H -3.89 2.84 -1.87  0.35
H -3.71 3.19 -3.60  0.43
H 1.10 -1.21 3.84  0.04
H 2.53 -0.29 3.33  0.46
H 2.53 -2.05 3.23  0.30
C 0.44 -4.31 3.08  -1.28
C -0.77 -3.40 2.93  0.85
C -1.17 -2.76 4.27  -1.51
C -0.71 -2.42 1.72  -1.40
H 1.33 -3.78 3.45  0.17
H 0.70 -4.80 2.13  0.31
H 0.24 -5.12 3.80  0.42
H -1.63 -4.05 2.69  0.35
H -0.34 -2.21 4.72  0.30
H -2.01 -2.08 4.12  0.33
H -1.49 -3.53 4.98  0.43
H -1.52 -1.67 1.76  0.37
H -0.85 -3.01 0.80  0.36